Entry 1:
ORCA calculation (ωB97M-V/def2-TZVPD) on an isolated molecule of C21H18BF3O3.

The geometry in ORCA input format:
```
! wB97M-V def2-TZVPD RIJCOSX def2/J DEFGRID3
* xyz 0 1
F 5.0275 -1.3614 -2.8144
F 4.0001 -3.4323 -2.5268
F 4.7977 -2.2208 -0.6592
O -0.3719 -2.4372 4.9396
O 1.9483 -1.6375 -0.9728
O -3.9130 2.7713 -2.8908
C 0.3189 0.2205 -0.1031
C -3.1829 0.7506 -1.6346
C 0.7306 -0.8043 -1.1567
C -1.8914 2.8173 -1.7726
C 0.9595 -1.5870 3.2267
C -0.8382 2.2601 -1.0659
C -2.0238 4.1966 -2.3056
C 0.0367 -0.3865 1.3257
C 1.9030 -2.3269 4.1187
C -2.1580 0.2489 -0.8467
C 1.0175 -0.3048 -2.5305
C -0.3134 -1.6515 3.8248
C -0.9300 0.9308 -0.6612
C 2.8349 -1.4530 -1.9535
C 1.0031 -2.8890 5.2216
C -3.0526 2.0751 -2.0898
C 1.1311 -0.9560 1.9899
C -3.3431 4.1443 -3.0716
C -1.4137 -1.0448 3.2098
C 2.2949 -0.6265 -2.9554
C -1.1995 -0.3433 2.0288
B 4.2762 -2.1947 -1.9418
H 1.1067 0.9320 -0.0537
H 0.9880 -3.9839 5.2628
H -2.0664 0.1981 1.6566
H -3.2182 4.3193 -4.1477
H 0.3412 0.3300 -3.0791
H -2.0541 4.9169 -1.4799
H -2.3864 -1.1455 3.6678
H -1.1829 4.4900 -2.9394
H -4.0625 4.8768 -2.6873
H 2.1409 -0.8990 1.5778
H -4.0623 0.1565 -1.8835
H 2.4288 -3.1405 3.6178
H 1.2930 -2.5265 6.2131
H 2.7895 -0.3398 -3.8882
H 2.6443 -1.6328 4.5253
H -0.0917 -1.4963 -1.0989
H -2.2736 -0.7168 -0.3591
H 0.0170 2.9038 -0.8369
*
```

Results
HOMO level	-8.49	eV
LUMO	-1.33	eV
frontier orbital gap	7.16	eV

Entry 2:
ORCA calculation (ωB97M-V/def2-TZVPD) on a cluster of 3 separate species, C21H18Br2F2N3O in total.

The geometry in ORCA input format:
```
! wB97M-V def2-TZVPD RIJCOSX def2/J DEFGRID3
* xyz 1 1
Br -0.9394 -0.9226 -4.1880
Br -1.8425 -2.2355 0.1026
F 1.8825 -0.5163 3.6913
F -4.0030 1.2123 -0.8819
O 4.0810 -2.7363 -2.0120
N 0.4126 -2.1554 -1.6514
N 4.0165 -4.1707 -4.2324
N 2.8355 -2.1983 -1.8089
C 3.4364 1.2540 3.6583
C -4.0760 2.1018 2.6306
C -1.8734 -2.1716 -2.9540
C 3.6332 -0.5964 2.1178
C -3.9932 1.3333 1.4731
C -4.2644 3.4788 2.5386
C 4.7682 -0.0125 1.5608
C 4.5774 1.8322 3.1089
C -1.0014 -2.6419 -1.6690
C 2.9778 0.0440 3.1590
C -3.3475 -1.6237 -2.4811
C 1.6018 -2.9705 -1.9670
C 0.1844 0.4512 -0.8460
C -0.3875 1.6416 -0.9828
C 1.0080 -0.8637 -1.2975
C 4.0544 -3.3543 -3.3096
C -4.0886 1.9527 0.2359
C 5.2407 1.2003 2.0594
C 2.5732 -0.8051 -1.3920
C -4.3652 4.0908 1.2904
C -4.2713 3.3238 0.1324
H -3.9444 -1.4506 -3.4709
H 3.2557 -1.5437 1.7487
H -3.9485 -2.4516 -1.9197
H -3.8555 0.2592 1.5265
H 1.4598 -4.0789 -2.2590
H 4.9490 2.7745 3.4987
H 3.2992 0.0592 -1.1683
H -2.1125 -3.1278 -3.5798
H -3.2924 -0.6316 -1.9065
H 6.1284 1.6531 1.6278
H -4.5159 5.1633 1.2209
H -4.3393 3.7834 -0.8474
H -3.9936 1.6275 3.6035
H -4.3333 4.0782 3.4415
H 5.2845 -0.5018 0.7402
H -0.9412 -3.8067 -1.7193
H -0.8690 2.6931 -1.0802
H 2.9029 1.7363 4.4693
*
```

Results
HOMO level	-11.39	eV
LUMO	-4.53	eV
frontier orbital gap	6.86	eV

Entry 3:
ORCA calculation (ωB97M-V/def2-TZVPD) on a structure of composition C21H18Cl2MnN5S2.

The geometry in ORCA input format:
```
! wB97M-V def2-TZVPD RIJCOSX def2/J DEFGRID3
* xyz 1 6
Mn -0.4235 0.6544 -0.0608
Cl -0.2827 3.9245 -2.7100
Cl -2.4676 3.6433 -4.6418
S -0.5307 2.7921 0.5725
S -0.3365 -0.9908 -4.2209
N 0.1384 3.5958 3.0149
N 0.1946 -1.0969 -0.2591
N -0.5169 0.5056 -2.0416
N 0.5499 1.3848 2.5997
N 0.4478 0.4053 1.6718
C -1.8669 4.5246 -3.2278
C -4.2330 -0.0178 -3.7419
C -2.9226 0.9522 -1.9567
C 0.9354 -2.9322 -1.7322
C 0.3092 -0.5395 -2.5780
C 3.4935 -1.6460 5.2557
C -1.8792 -0.3536 -3.7466
C 3.9660 -1.8957 3.9757
C 1.5518 -3.4940 -0.6782
C 3.1880 -1.5835 2.8748
C 1.9169 -1.0214 3.0436
C 0.9411 -1.6462 0.7394
C -4.1354 0.7257 -2.5522
C 0.0726 -1.7338 -1.5549
C -3.1127 -0.5578 -4.3462
C 1.5228 -2.8758 0.6172
C 0.1142 2.5353 2.2054
C 1.0789 -0.7326 1.8746
C 1.4700 -0.7324 4.3354
C 2.2543 -1.0469 5.4303
C -1.7601 0.4150 -2.5524
H -0.1644 4.4881 2.6706
H 0.5481 3.5353 3.9315
H 1.8973 -0.8230 6.4264
H 0.9784 -3.3612 -2.7247
H -0.9838 -2.0085 -1.7266
H 3.5860 -1.7237 1.8804
H 2.1123 -4.4109 -0.8016
H 4.0964 -1.9104 6.1139
H -2.5673 4.4033 -2.4089
H 1.3656 -0.2824 -2.6302
H -5.0366 1.1272 -2.1095
H 2.0170 -3.3323 1.4573
H 0.4971 -0.2857 4.4741
H -1.7625 5.5625 -3.5189
H -5.2035 -0.1861 -4.1874
H -3.1829 -1.1437 -5.2520
H -2.8213 1.5175 -1.0335
H 4.9466 -2.3277 3.8292
*
```

Results
HOMO level (spin up / spin down)	-10.34 / -10.48	eV
LUMO (spin up / spin down)	-3.62 / -5.59	eV
frontier orbital gap (spin up / spin down)	6.72 / 4.89	eV

Entry 4:
ORCA calculation (ωB97M-V/def2-TZVPD) on an isolated molecule of C21H18ClNO5S.

The geometry in ORCA input format:
```
! wB97M-V def2-TZVPD RIJCOSX def2/J DEFGRID3
* xyz 0 1
Cl 1.3211 -1.1972 2.5628
S 1.1743 -1.7764 -0.5466
O 6.0384 -0.4882 -2.0359
O 1.4348 -1.7992 -1.9565
O 0.8106 -2.9993 0.0926
O -5.2814 -2.1153 0.2398
O 7.2511 0.1068 -0.2611
N 0.0567 -0.5722 -0.1877
C -0.5322 1.9375 1.0878
C -3.5914 -0.7733 -0.9037
C -3.9999 -1.6910 0.0549
C 4.9705 -0.4900 0.0638
C -6.2832 -1.6132 -0.6103
C -1.6694 4.0289 0.7874
C -1.3081 -0.9463 -0.1428
C -0.7840 2.8577 -1.1088
C 2.7129 -0.9184 1.6187
C 5.0096 -0.2662 1.4405
C 3.7897 -0.9295 -0.5275
C -3.0429 -2.2355 0.9125
C -0.3199 1.8444 -0.2814
C 0.4156 0.6636 -0.8583
C -1.7205 -1.8639 0.8217
C 6.2029 -0.2565 -0.7303
C -1.2074 3.0218 1.6180
C 2.6672 -1.1358 0.2488
C -1.4529 3.9464 -0.5771
C -2.2572 -0.4142 -1.0040
C 3.8895 -0.4774 2.2183
H -0.6204 2.7952 -2.1756
H 5.9352 0.0716 1.8816
H -2.1969 4.8750 1.2019
H 3.7248 -1.1173 -1.5879
H -4.2964 -0.3291 -1.5886
H -0.9969 -2.3033 1.4857
H 6.8700 -0.3307 -2.5108
H -1.8099 4.7285 -1.2307
H -3.3654 -2.9498 1.6529
H -1.9750 0.2947 -1.7647
H -6.0900 -1.8714 -1.6566
H -6.3838 -0.5269 -0.5164
H 1.4930 0.7908 -0.6960
H -0.1750 1.1505 1.7339
H -1.3725 3.0813 2.6835
H 3.9125 -0.3101 3.2831
H 0.2602 0.5915 -1.9427
H -7.2083 -2.0888 -0.2881
*
```

Results
HOMO level	-8.18	eV
LUMO	-0.24	eV
frontier orbital gap	7.95	eV

Entry 5:
ORCA calculation (ωB97M-V/def2-TZVPD) on a structure of composition C21H18N2O4PdS.

The geometry in ORCA input format:
```
! wB97M-V def2-TZVPD RIJCOSX def2/J DEFGRID3
* xyz -2 1
Pd -0.8265 -0.0298 -1.0544
S 0.9006 2.2096 -1.9532
O 0.5913 2.2506 -3.4176
O 1.8142 -1.3654 -1.5559
O 4.2067 -1.2596 -2.1444
O -2.6753 -1.6640 -1.4124
N -0.1355 -1.8657 0.1361
N 1.1754 -1.8415 0.6128
C 6.2033 -1.7473 0.8392
C 3.8891 -1.8880 1.4195
C 1.2670 3.9316 -1.5461
C -2.0586 2.5836 0.8378
C -0.6684 2.0736 -1.0797
C 4.5097 -1.4715 -0.9106
C 5.8661 -1.5233 -0.4779
C 2.0731 -1.6321 -0.2809
C -0.8136 2.4741 0.2809
C -3.0890 1.8335 -1.2103
C 5.2183 -1.9322 1.8131
C -4.4345 -1.3015 2.3203
C -3.2094 2.2547 0.0844
C -4.5986 -1.7863 -0.0446
C -3.0576 -1.1818 2.1583
C -0.9492 -1.2416 0.9363
C -5.1905 -1.6214 1.1899
C 3.5162 -1.6694 0.0996
C -2.4216 -1.3691 0.9388
C -1.8154 1.7261 -1.8419
C -3.1906 -1.6270 -0.2561
H -2.4388 -0.9373 3.0189
H 0.0696 2.6897 0.8722
H 2.2609 4.1550 -1.9284
H 7.2529 -1.7787 1.1214
H -3.9707 1.5512 -1.7726
H -6.2694 -1.7297 1.2788
H -1.7319 1.6440 -2.9192
H -4.1842 2.2841 0.5542
H 5.4834 -2.1050 2.8493
H 0.5129 4.5388 -2.0472
H -5.1961 -1.9996 -0.9246
H -0.5189 -0.7560 1.8209
H -2.1553 2.8625 1.8800
H 1.2359 4.0791 -0.4696
H -4.8980 -1.1566 3.2887
H 3.0924 -2.0264 2.1402
H 2.7310 -1.2559 -2.0073
H 6.6277 -1.3780 -1.2365
*
```

Results
HOMO level	-1.11	eV
LUMO	4.59	eV
frontier orbital gap	5.70	eV